Formula: H10O5
Source: the Open Molecules 2025 dataset
Level of theory: ωB97M-V/def2-TZVPD

Each line ends with the Löwdin charge.
Element x y z (Å)
O 20.3971 2.9649 10.4506  -0.04
H 20.2903 2.9496 9.4915  0.03
H 20.3805 2.0437 10.7362  0.04
O 17.4626 0.9678 11.8976  -0.07
H 16.9391 1.2334 12.6586  0.03
H 18.3292 0.7276 12.2619  -0.02
O 20.0701 0.2466 12.9958  -0.04
H 20.2604 0.3398 13.9356  0.06
H 20.1921 -0.6904 12.8043  0.06
O 22.6373 4.1866 11.8708  -0.08
H 21.8788 3.7600 11.4353  -0.01
H 23.3778 4.0312 11.2782  0.02
O 20.1868 3.2701 6.9039  -0.05
H 19.6989 3.9358 6.4081  0.04
H 19.5605 2.5471 7.0180  0.04

Forces on the atoms, in the same order (eV/Å):
O 0.07 -0.15 -0.01
H 0.08 0.10 0.03
H -0.12 0.07 0.00
O 0.08 -0.11 -0.02
H 0.01 0.02 -0.03
H -0.13 0.11 0.06
O 0.02 -0.14 -0.07
H 0.01 0.07 -0.06
H 0.02 0.05 0.04
O -0.09 -0.13 0.00
H 0.11 0.18 -0.04
H -0.03 0.01 0.00
O -0.09 -0.12 0.15
H 0.04 0.02 0.05
H 0.01 0.02 -0.11

Summary:
Energy relative to the best compared isomer or geometry (same formula, charge and spin) = 92.2 kJ/mol
SMILES = O.O.O.O.O
Calculated total energy = -10399.894 eV

Formula: C61H51N5PPbS3
Source: the Open Molecules 2025 dataset
Level of theory: ωB97M-V/def2-TZVPD

Each line ends with the Löwdin charge.
Element x y z (Å)
Pb 1.5381 -0.4465 -1.3400  1.06
N -0.2154 -1.8761 -0.9550  -0.44
S -1.0388 -2.2792 0.1802  0.76
N -2.6098 -1.7763 0.2617  -0.38
S -3.1385 -0.4085 -0.2417  0.91
N -2.2332 0.7707 -0.6112  -0.35
S -0.8730 1.5472 -0.0941  0.79
N 0.3807 0.8252 0.1689  -0.41
C -1.4279 2.2737 1.4757  -0.29
C -2.1986 3.4214 1.5191  -0.09
C -2.6418 3.8964 2.7435  -0.07
C -2.3219 3.2224 3.9109  -0.06
C -1.5321 2.0835 3.8610  -0.05
C -1.0811 1.6127 2.6401  -0.07
C -0.9807 2.9379 -1.2428  -0.32
C -1.9069 2.9416 -2.2705  -0.09
C -2.0581 4.0765 -3.0497  -0.06
C -1.3043 5.2084 -2.7850  -0.05
C -0.3744 5.1965 -1.7548  -0.06
C -0.2058 4.0598 -0.9824  -0.07
C -4.2260 -0.6908 -1.6357  -0.29
C -4.4932 -1.9952 -2.0147  -0.06
C -5.4037 -2.2300 -3.0316  -0.06
C -6.0374 -1.1656 -3.6545  -0.05
C -5.7548 0.1372 -3.2711  -0.06
C -4.8493 0.3810 -2.2534  -0.06
C -4.3236 0.1072 1.0133  -0.28
C -4.9545 -0.8569 1.7794  -0.07
C -5.8640 -0.4671 2.7466  -0.05
C -6.1383 0.8781 2.9400  -0.05
C -5.5167 1.8347 2.1535  -0.05
C -4.6153 1.4487 1.1768  -0.07
C -1.2700 -4.0632 0.2601  -0.30
C -0.2889 -4.8502 -0.3136  -0.06
C -0.3706 -6.2260 -0.1958  -0.06
C -1.4350 -6.7969 0.4851  -0.06
C -2.4208 -5.9981 1.0434  -0.06
C -2.3324 -4.6198 0.9436  -0.07
C -0.5058 -2.0082 1.8982  -0.30
C -1.4522 -1.7835 2.8798  -0.09
C -1.0521 -1.6767 4.2007  -0.07
C 0.2851 -1.8239 4.5306  -0.06
C 1.2224 -2.0845 3.5434  -0.07
C 0.8280 -2.1771 2.2182  -0.07
H -2.4524 3.9352 0.6027  0.12
H -3.2452 4.7900 2.7786  0.11
H -2.6817 3.5878 4.8604  0.11
H -1.2754 1.5604 4.7700  0.11
H -0.4649 0.7319 2.5654  0.08
H -2.4916 2.0568 -2.4514  0.08
H -2.7706 4.0697 -3.8609  0.11
H -1.4390 6.0980 -3.3809  0.11
H 0.2056 6.0819 -1.5456  0.11
H 0.5050 4.0400 -0.1703  0.12
H -3.9737 -2.7995 -1.5164  0.11
H -5.6165 -3.2414 -3.3422  0.12
H -6.7475 -1.3525 -4.4453  0.12
H -6.2457 0.9618 -3.7635  0.12
H -4.6204 1.3858 -1.9393  0.11
H -4.7341 -1.8966 1.6003  0.10
H -6.3623 -1.2163 3.3411  0.11
H -6.8474 1.1769 3.6965  0.11
H -5.7359 2.8809 2.2924  0.11
H -4.1334 2.1725 0.5423  0.10
H 0.5167 -4.3708 -0.8495  0.11
H 0.3953 -6.8484 -0.6297  0.11
H -1.4920 -7.8699 0.5786  0.11
H -3.2528 -6.4507 1.5609  0.11
H -3.0764 -3.9713 1.3773  0.10
H -2.4925 -1.6860 2.6125  0.08
H -1.7885 -1.4980 4.9686  0.11
H 0.5938 -1.7379 5.5609  0.11
H 2.2566 -2.2364 3.8076  0.11
H 1.5406 -2.3602 1.4294  0.11
N 2.3874 0.5229 2.5253  0.11
C 3.7251 0.4133 2.7742  -0.33
C 4.1737 0.2834 4.0963  -0.05
C 5.5084 0.1009 4.3826  -0.08
C 6.4471 0.0664 3.3606  -0.09
C 6.0264 0.1934 2.0534  -0.10
C 4.6773 0.3513 1.7447  -0.31
P 4.1676 0.3729 -0.0181  0.98
C 4.9697 -1.1653 -0.6136  -0.42
C 5.3586 -2.1917 0.2401  -0.09
C 5.9987 -3.3105 -0.2640  -0.07
C 6.2430 -3.4232 -1.6221  -0.08
C 5.8048 -2.4308 -2.4855  -0.08
C 5.1609 -1.3134 -1.9877  -0.14
C 5.3344 1.6398 -0.6495  -0.37
C 4.9057 2.9618 -0.5611  -0.10
C 5.7228 3.9893 -0.9943  -0.08
C 6.9691 3.7015 -1.5282  -0.08
C 7.3950 2.3876 -1.6257  -0.07
C 6.5853 1.3564 -1.1855  -0.10
H 1.7834 0.7163 3.3045  0.09
H 2.0430 0.7853 1.6117  0.01
H 3.4433 0.3100 4.8936  0.10
H 5.8245 -0.0131 5.4093  0.11
H 7.4917 -0.0773 3.5824  0.10
H 6.7432 0.1545 1.2464  0.11
H 5.1798 -2.1069 1.3020  0.10
H 6.3254 -4.0867 0.4122  0.11
H 6.7782 -4.2795 -2.0054  0.10
H 5.9829 -2.5234 -3.5460  0.11
H 4.8314 -0.5339 -2.6641  0.11
H 3.9256 3.1728 -0.1501  0.10
H 5.3892 5.0139 -0.9180  0.10
H 7.6114 4.5015 -1.8630  0.10
H 8.3660 2.1603 -2.0405  0.11
H 6.9315 0.3363 -1.2692  0.10
C 0.4053 0.6979 -2.9370  -0.12
C -0.5375 0.6558 -3.8825  -0.40
C -1.2722 -0.5923 -3.8250  -0.06
C -2.5031 -0.6872 -4.4147  -0.11
C -3.0161 0.3289 -5.2122  -0.09
C -2.2399 1.4642 -5.4292  -0.10
C -1.0449 1.6417 -4.7824  -0.07
H -0.8790 -1.4017 -3.2347  0.07
H -3.0377 -1.6236 -4.3237  0.10
H -3.9642 0.2072 -5.7126  0.10
H -2.5779 2.2170 -6.1275  0.11
H -0.4222 2.4969 -4.9925  0.11

Forces on the atoms, in the same order (eV/Å):
Pb 0.18 -0.44 -0.77
N -0.47 -0.55 0.66
S 0.01 -0.38 -0.36
N -0.16 0.24 -0.09
S 0.44 0.29 0.38
N -0.36 -0.29 -0.32
S -0.20 -0.15 0.98
N -0.45 0.60 -0.03
C 0.00 0.16 -0.37
C 0.01 0.11 -0.09
C 0.00 0.01 -0.09
C 0.03 0.00 0.01
C -0.13 0.04 -0.05
C 0.16 -0.21 -0.18
C -0.23 -0.10 0.09
C -0.13 -0.02 0.15
C -0.01 0.12 0.10
C -0.03 -0.11 -0.01
C 0.03 -0.05 0.05
C 0.17 -0.18 0.14
C 0.16 -0.18 0.03
C 0.22 -0.03 0.26
C -0.06 0.05 -0.02
C 0.09 -0.05 0.06
C 0.00 0.00 0.12
C 0.08 0.10 0.15
C 0.22 -0.13 -0.04
C 0.04 -0.18 -0.04
C 0.01 -0.05 -0.05
C 0.02 0.02 -0.02
C -0.04 -0.07 -0.03
C 0.15 -0.01 -0.26
C -0.18 0.34 0.06
C 0.15 0.30 -0.13
C -0.08 0.00 0.07
C 0.07 -0.02 -0.06
C -0.04 0.02 0.05
C -0.16 -0.03 0.04
C -0.22 -0.02 -0.40
C -0.25 0.10 0.16
C -0.05 -0.02 -0.07
C 0.06 0.00 0.00
C -0.06 -0.19 -0.02
C -0.05 0.01 -0.20
H -0.05 0.10 -0.02
H -0.05 0.11 0.02
H -0.02 0.06 0.09
H 0.05 -0.06 0.06
H 0.12 -0.16 0.05
H -0.06 -0.03 -0.15
H -0.04 -0.01 -0.06
H 0.00 0.08 -0.05
H 0.11 0.04 0.04
H 0.14 0.06 0.11
H -0.01 -0.16 0.00
H 0.01 -0.09 0.01
H -0.07 -0.01 -0.07
H -0.01 0.11 -0.03
H -0.02 0.22 -0.01
H 0.00 -0.18 0.08
H -0.05 -0.07 0.08
H -0.05 0.04 0.07
H -0.02 0.13 0.02
H 0.01 0.14 -0.04
H 0.11 0.01 -0.07
H 0.08 -0.07 -0.07
H -0.05 -0.12 0.01
H -0.07 -0.02 0.06
H -0.16 -0.03 0.11
H -0.06 0.05 0.05
H -0.08 0.05 0.09
H 0.07 -0.05 0.12
H 0.17 0.10 -0.02
H 0.23 -0.06 -0.07
N -0.34 0.17 -0.17
C 0.51 -0.12 -0.05
C -0.10 -0.04 0.06
C -0.07 0.04 -0.02
C 0.24 -0.05 -0.06
C -0.16 0.11 0.31
C -0.20 -0.06 -0.28
P 1.11 0.42 0.67
C -0.35 0.14 0.00
C -0.11 0.07 -0.05
C 0.06 -0.13 -0.01
C 0.03 -0.05 0.03
C 0.04 -0.04 -0.10
C -0.10 -0.05 0.11
C -0.26 -0.17 -0.06
C 0.02 -0.12 -0.06
C 0.01 0.09 0.04
C 0.04 0.06 0.00
C 0.12 0.06 -0.02
C -0.05 0.06 0.01
H 0.00 0.06 -0.07
H -0.03 0.07 0.15
H -0.06 0.04 0.12
H 0.01 0.01 0.08
H 0.15 0.02 0.05
H 0.11 0.01 -0.02
H 0.05 -0.01 0.06
H 0.02 -0.08 0.04
H -0.01 -0.07 -0.05
H -0.01 0.00 -0.12
H 0.02 0.04 -0.05
H -0.04 0.06 0.00
H -0.02 0.08 0.00
H 0.04 0.08 -0.06
H 0.09 0.01 -0.04
H 0.02 -0.02 0.02
C 1.32 1.11 0.49
C -1.12 -1.34 -0.44
C -0.54 0.49 -0.24
C 0.09 -0.78 -0.13
C -0.02 0.14 -0.16
C -0.02 0.17 -0.13
C 0.63 0.05 -0.18
H 0.04 -0.12 0.08
H -0.13 0.02 -0.02
H -0.08 0.00 -0.05
H -0.05 0.09 -0.04
H -0.04 0.25 0.08

Summary:
Energy relative to the best compared isomer or geometry (same formula, charge and spin) = 317.2 kJ/mol
Total charge = +1
Calculated total energy = -118561.530 eV

Formula: C35H39F6N6OPPtSTe
Source: the Open Molecules 2025 dataset
Level of theory: ωB97M-V/def2-TZVPD

Each line ends with the Löwdin charge.
Element x y z (Å)
Pt -3.0201 -1.1887 -0.8610  1.25
N -6.2916 1.2027 -0.8804  0.21
C -5.4694 2.2169 -1.3615  -0.16
C -5.7383 3.5348 -1.7135  0.01
C -4.6669 4.2719 -2.1734  -0.05
C -3.3783 3.7218 -2.2840  -0.05
C -3.1089 2.4153 -1.9291  0.00
C -4.1873 1.6689 -1.4561  -0.19
N -4.2699 0.3497 -1.0065  -0.03
C -5.5367 0.1112 -0.6943  -0.23
C -5.8622 -1.2449 -0.2727  -0.27
C -6.9819 -1.8691 0.1661  -0.28
S -6.6682 -3.5332 0.3902  1.17
C -5.0584 -3.3256 -0.0918  -0.39
N -4.7605 -2.0910 -0.3947  -0.16
H -7.2887 1.2568 -0.7480  0.19
H -6.7300 3.9589 -1.6415  0.12
H -4.8256 5.3003 -2.4671  0.12
H -2.5805 4.3389 -2.6730  0.12
H -2.1316 1.9715 -2.0358  0.10
H -7.9610 -1.4571 0.3452  0.10
H -4.3441 -4.1321 -0.1242  0.10
N -2.0186 3.7541 1.9304  0.00
C -2.0908 2.8326 3.0634  -0.24
C -2.5401 1.4657 2.5572  -0.14
N -1.7817 1.1603 1.3129  0.16
H -1.4915 4.5858 2.1622  0.09
H -2.9413 4.0628 1.6426  0.09
H -1.5537 2.0623 0.8603  0.13
H -2.7660 3.1487 3.8617  0.12
H -1.0933 2.7456 3.4981  0.12
H -3.5993 1.4621 2.3004  0.13
H -2.3586 0.6743 3.2797  0.13
H -0.9065 0.6505 1.4586  0.10
H -2.3027 0.5705 0.6552  0.07
F -1.8929 -2.8054 -0.1139  -0.32
P -1.4562 -3.1847 1.5629  0.22
F -0.0154 -2.4935 1.2857  -0.22
F -2.9334 -3.7760 1.7090  -0.13
F -1.0842 -3.5028 3.0560  -0.08
F -0.9193 -4.5494 0.9858  -0.08
F -2.0256 -1.7073 1.9431  -0.17
C 5.7992 4.1291 -1.2174  -0.03
C 4.8646 3.0655 -0.7221  -0.24
C 3.9730 3.3099 0.3106  0.00
C 3.1111 2.3271 0.7893  -0.31
C 2.1782 2.7361 1.9023  -0.07
C 3.1650 1.0618 0.1959  -0.34
Te 1.9425 -0.4314 1.0113  1.90
N 0.4479 -0.1375 -0.2517  -0.19
C -0.2744 -0.6734 -1.1627  -0.54
O -1.4351 -0.0786 -1.4387  -0.29
C 0.0136 -1.8093 -2.0724  -0.19
C 0.8289 -2.8476 -1.6639  -0.07
C 1.1032 -3.9165 -2.4964  -0.04
C 0.5518 -3.9427 -3.7704  -0.05
C -0.2813 -2.9127 -4.1879  -0.05
C -0.5637 -1.8523 -3.3417  -0.02
C 3.4220 -1.9933 1.1424  -0.35
C 3.5526 -3.1870 0.4469  -0.11
C 4.5537 -4.0825 0.7850  -0.05
C 5.4226 -3.7918 1.8230  -0.04
C 5.2743 -2.6111 2.5248  -0.03
C 4.2739 -1.6902 2.2173  -0.31
C 4.1776 -0.4478 3.0705  -0.08
C 4.0190 0.7883 -0.8833  -0.27
C 4.0558 -0.5216 -1.6213  -0.04
C 4.8606 1.8032 -1.3099  0.01
H 5.6628 5.0649 -0.6798  0.08
H 5.6387 4.3164 -2.2796  0.09
H 6.8365 3.8149 -1.0964  0.09
H 3.9439 4.2937 0.7650  0.13
H 2.7372 3.1957 2.7172  0.10
H 1.6035 1.9159 2.3343  0.01
H 1.4657 3.4763 1.5331  0.09
H 1.1824 -2.8278 -0.6485  0.06
H 1.7284 -4.7322 -2.1567  0.12
H 0.7641 -4.7696 -4.4345  0.12
H -0.7138 -2.9365 -5.1788  0.11
H -1.2009 -1.0446 -3.6718  0.11
H 2.9032 -3.4605 -0.3615  0.07
H 4.6462 -5.0088 0.2348  0.12
H 6.2085 -4.4850 2.0894  0.12
H 5.9428 -2.3875 3.3464  0.12
H 5.0136 -0.4174 3.7656  0.09
H 3.2644 -0.4350 3.6728  0.08
H 4.2254 0.4734 2.4861  0.06
H 3.0847 -1.0199 -1.6487  0.05
H 4.7748 -1.2125 -1.1786  0.09
H 4.3523 -0.3476 -2.6544  0.09
H 5.5302 1.6058 -2.1392  0.13

Forces on the atoms, in the same order (eV/Å):
Pt -0.56 0.19 0.32
N -0.08 -0.09 0.06
C 0.04 0.04 0.02
C 0.03 -0.03 0.00
C -0.02 0.04 0.00
C 0.00 -0.05 0.01
C -0.11 0.11 -0.04
C -0.05 -0.12 0.14
N 0.06 0.06 -0.72
C 0.12 -0.18 0.09
C 0.24 -0.03 -0.11
C 0.06 0.05 -0.14
S -0.06 -0.05 0.01
C -0.03 0.07 -0.01
N -0.18 0.06 0.28
H 0.00 0.02 0.01
H -0.01 0.00 0.00
H 0.00 0.00 -0.01
H 0.01 0.01 0.00
H 0.04 -0.01 0.02
H -0.01 0.02 0.00
H 0.03 -0.01 0.05
N -0.07 -0.01 -0.02
C -0.01 0.02 0.02
C 0.05 -0.04 0.02
N 0.10 -0.12 -0.06
H 0.04 -0.02 -0.01
H 0.00 0.03 0.05
H -0.08 0.00 0.02
H 0.01 -0.02 0.01
H 0.00 0.03 -0.01
H 0.01 0.05 -0.03
H -0.06 0.00 0.02
H 0.02 0.03 -0.03
H 0.05 0.02 -0.03
F 0.19 0.04 -0.39
P 0.03 -0.22 0.55
F -0.18 -0.08 -0.09
F -0.03 0.07 -0.04
F 0.00 0.04 -0.09
F 0.01 0.05 -0.02
F 0.01 0.08 -0.11
C 0.01 0.01 -0.01
C -0.03 -0.02 0.02
C 0.03 -0.03 -0.01
C 0.09 0.07 -0.02
C -0.06 -0.05 0.05
C -0.10 0.07 0.01
Te 0.13 -0.10 -0.15
N -0.12 -0.03 0.32
C 0.04 -0.03 -0.73
O 0.06 0.12 0.65
C 0.16 -0.11 0.11
C 0.09 -0.07 0.12
C -0.02 0.01 -0.06
C 0.00 0.00 0.02
C -0.01 -0.01 -0.01
C 0.05 0.09 -0.02
C 0.03 0.03 0.10
C -0.01 0.02 0.02
C 0.01 -0.01 0.02
C -0.01 -0.01 -0.02
C 0.00 0.02 0.01
C 0.04 -0.02 0.00
C -0.01 0.03 0.03
C 0.01 0.03 -0.05
C -0.02 -0.04 -0.02
C -0.01 0.01 -0.01
H 0.00 0.00 0.00
H 0.01 0.00 0.00
H 0.00 0.00 0.00
H 0.00 0.01 0.01
H 0.00 0.02 0.00
H 0.04 -0.01 -0.01
H 0.00 0.01 -0.01
H 0.08 -0.12 0.09
H -0.01 0.00 0.01
H -0.01 -0.01 -0.01
H 0.01 0.00 -0.01
H -0.03 0.01 0.00
H -0.11 0.10 -0.18
H 0.00 0.00 -0.01
H 0.00 -0.01 0.01
H 0.01 0.01 0.00
H -0.01 -0.01 0.01
H 0.00 0.00 -0.01
H 0.02 -0.01 0.00
H -0.02 0.01 0.01
H -0.01 0.01 0.00
H 0.02 -0.02 0.00
H 0.00 0.00 -0.02

Summary:
Energy relative to the best compared isomer or geometry (same formula, charge and spin) = 248.4 kJ/mol
Total charge = +2
Calculated total energy = -94878.055 eV